Run one
DFT (ωB97M-V with the def2-TZVPD basis set) results for a 2-piece molecular cluster, C3H8IP overall.

XYZ file:
```
13
Properties=species:S:1:pos:R:3:nbo_charge:R:1
C -0.8298 2.0390 0.0639 -0.701
C 0.9525 -2.3117 -0.6717 -0.990
C -1.4232 0.9046 0.8630 -0.263
P 1.3718 -1.1225 0.7436 0.391
I 2.7798 0.6573 -0.2449 -0.152
H -1.2775 1.9052 -0.9436 0.213
H -1.0771 2.9141 0.7016 0.228
H 0.1562 1.8415 -0.1959 0.229
H 0.2468 -3.0605 -0.2373 0.238
H 1.9210 -2.8828 -0.8802 0.247
H 0.3599 -1.8474 -1.4454 0.241
H -1.8698 0.1841 0.3301 0.148
H -1.3106 0.7792 1.9168 0.171
```

For the LUMO energy (spin up / spin down), the calculation gives -1.0495 / 0.0817 eV. As for the HOMO-LUMO gap (spin up / spin down): 6.9 / 8.2 eV. The value obtained for the HOMO energy (spin up / spin down) is -8.0 / -8.1 eV.


Run two
DFT (ωB97M-V with the def2-TZVPD basis set) results for a 2-piece molecular cluster, C3H8IP overall.

XYZ file:
```
13
Properties=species:S:1:pos:R:3:nbo_charge:R:1
C -0.3738 0.0346 -1.3543 -0.676
C 0.6212 -0.2353 -0.2574 -0.593
P 1.0033 0.7720 1.0061 0.660
C 0.1067 2.3559 0.6915 -0.971
H -0.3018 -0.7643 -2.2472 0.225
H -1.4937 -0.0119 -0.9118 0.230
H -0.2009 1.1166 -1.7844 0.223
H 1.0797 -1.1248 -0.2385 0.206
H 0.0534 2.6217 -0.2910 0.225
H 0.5670 3.2796 1.1877 0.237
H -0.9032 2.3508 0.8846 0.234
I -0.7559 -5.2490 1.1915 -0.108
H 0.5980 -5.1460 2.1232 0.108
```

For the LUMO energy, the calculation gives 0.5112 eV. As for the HOMO-LUMO gap: 9.5 eV. The value obtained for the HOMO energy is -9.0 eV.


Most stable: run two (next structure +90.8 kJ/mol)


Run one
DFT (ωB97M-V with the def2-TZVPD basis set) results for a 8-piece molecular cluster, C16H48O8 overall.

XYZ file:
```
72
Properties=species:S:1:pos:R:3:lowdin_charge:R:1
C -22.5574 -8.9853 5.0650 -0.074
C -21.4130 -8.6616 4.1306 -0.286
O -21.5916 -7.2955 3.6903 -0.094
H -23.5154 -8.9788 4.5334 0.085
H -22.4895 -8.3796 5.9545 0.069
H -22.2882 -10.0003 5.4216 0.089
H -21.4152 -9.3445 3.2827 0.106
H -20.4714 -8.8255 4.6417 0.103
H -21.4594 -7.1203 2.7572 0.073
C -20.4747 -8.2640 0.4038 -0.095
C -19.4386 -8.2408 -0.7023 -0.308
O -18.9453 -6.8953 -0.7862 -0.088
H -21.2368 -7.5102 0.1858 0.084
H -20.0123 -8.1409 1.3895 0.068
H -20.9820 -9.2289 0.3143 0.080
H -19.9666 -8.5115 -1.5680 0.093
H -18.5879 -8.8659 -0.4598 0.111
H -18.6608 -6.7407 -1.7002 0.085
C -19.9340 -4.0349 6.9412 -0.067
C -20.9077 -5.1167 6.3136 -0.297
O -20.1794 -6.0015 5.5638 -0.070
H -19.1961 -4.3940 7.6683 0.073
H -20.5497 -3.2597 7.4142 0.068
H -19.3534 -3.4719 6.2238 0.042
H -21.5958 -4.4617 5.7389 0.123
H -21.3936 -5.5879 7.1266 0.094
H -20.7512 -6.3888 4.9387 0.006
C -16.6135 -3.9638 3.9688 -0.093
C -16.1746 -3.0231 5.0656 -0.311
O -15.3930 -1.8920 4.6142 -0.092
H -16.9760 -4.9318 4.3376 0.045
H -15.7089 -4.2121 3.3610 0.094
H -17.4528 -3.5627 3.4362 0.064
H -15.4317 -3.5420 5.7230 0.121
H -17.0973 -2.7027 5.6123 0.104
H -15.8658 -1.5144 3.8742 0.065
C -10.8805 -9.2642 1.2318 -0.077
C -11.5557 -7.9148 1.4500 -0.328
O -11.4449 -7.4765 2.7784 -0.091
H -10.8525 -9.3013 0.1780 0.056
H -11.4189 -9.9924 1.7650 0.059
H -9.8127 -9.2439 1.4941 0.084
H -12.6074 -8.0313 1.1083 0.118
H -11.0524 -7.1152 0.8661 0.119
H -11.5021 -6.5205 2.7438 0.038
C -10.8529 -3.7524 3.3820 -0.080
C -11.5063 -4.3391 4.6604 -0.283
O -12.4494 -5.4196 4.4166 -0.127
H -10.4329 -4.5226 2.7509 0.052
H -10.0986 -3.0247 3.6682 0.070
H -11.6009 -3.2630 2.7432 0.076
H -12.0950 -3.5726 5.1932 0.105
H -10.7387 -4.6847 5.4288 0.125
H -12.0063 -6.2956 4.5524 0.081
C -14.6760 -7.5138 9.1369 -0.100
C -15.8377 -8.4708 8.9252 -0.305
O -17.0849 -7.7514 8.9530 -0.087
H -14.5123 -7.3257 10.2086 0.062
H -14.7468 -6.5174 8.6424 0.082
H -13.7011 -8.0357 8.8964 0.083
H -15.8777 -9.3444 9.5826 0.107
H -15.7586 -8.8858 7.8799 0.085
H -17.5213 -7.9347 8.1384 0.018
C -16.0365 -8.7727 5.1876 -0.073
C -16.9286 -7.5648 5.2530 -0.291
O -18.0271 -7.8462 6.1162 -0.089
H -15.3572 -8.8858 6.0368 0.059
H -15.5281 -8.8709 4.3023 0.042
H -16.6629 -9.6551 5.2439 0.083
H -17.3025 -7.2901 4.3075 0.088
H -16.3281 -6.6439 5.6603 0.139
H -18.8028 -7.3350 5.9405 0.028
```

For the LUMO energy, the calculation gives 0.4810 eV. As for the HOMO-LUMO gap: 10.1 eV. The value obtained for the HOMO energy is -9.6 eV.


Run two
DFT (ωB97M-V with the def2-TZVPD basis set) results for a 8-piece molecular cluster, C16H48O8 overall.

XYZ file:
```
72
Properties=species:S:1:pos:R:3:lowdin_charge:R:1
C 2.4006 3.3046 -1.0697 -0.087
C 3.0437 4.6636 -1.4748 -0.307
O 2.6276 5.0057 -2.7885 -0.083
H 2.5586 3.0864 -0.0135 0.064
H 2.9212 2.5313 -1.6346 0.069
H 1.3289 3.2437 -1.2586 0.065
H 4.1305 4.6670 -1.3914 0.104
H 2.6566 5.4171 -0.7890 0.105
H 2.9740 4.3232 -3.3680 0.079
C 0.1854 0.7331 0.6781 -0.043
C -0.2983 0.0837 -0.6038 -0.326
O -1.3637 0.7520 -1.1732 -0.070
H 0.5994 1.6950 0.3760 0.059
H 0.9483 0.1788 1.2247 0.049
H -0.6563 0.7991 1.3675 0.057
H -0.4426 -0.9966 -0.5906 0.108
H 0.5491 0.1843 -1.2821 0.109
H -2.1641 0.3967 -0.7797 0.055
C -3.8544 -2.3950 -1.3088 -0.055
C -3.6103 -1.7447 0.0989 -0.309
O -3.7330 -0.3830 -0.0895 -0.080
H -4.9164 -2.3631 -1.5521 0.070
H -3.7115 -3.4703 -1.2018 0.059
H -3.2380 -1.9807 -2.1066 0.078
H -2.6573 -2.0002 0.5623 0.093
H -4.3471 -2.1044 0.8171 0.113
H -4.2542 -0.0014 0.6207 0.104
C -1.7269 3.4774 -4.9808 -0.099
C -1.5917 2.9280 -3.6009 -0.377
O -0.9199 1.7071 -3.6714 -0.072
H -2.1638 4.4693 -4.8648 0.072
H -2.4116 2.8340 -5.5334 0.076
H -0.7563 3.6316 -5.4521 0.078
H -2.5480 2.8790 -3.0802 0.111
H -1.0264 3.6786 -3.0485 0.102
H -0.9138 1.3480 -2.7811 0.021
C -2.2315 2.1693 3.3184 -0.086
C -2.0052 3.2534 4.3922 -0.289
O -0.5679 3.3650 4.5346 -0.104
H -1.8946 2.6071 2.3787 0.069
H -3.2898 1.9157 3.2565 0.067
H -1.6951 1.2367 3.4932 0.066
H -2.3886 2.9579 5.3688 0.103
H -2.3935 4.2337 4.1157 0.106
H -0.4390 3.9430 5.2902 0.070
C 3.0532 -1.3911 2.6174 -0.081
C 2.1149 -1.5619 3.8165 -0.354
O 1.0306 -0.7416 3.6458 -0.077
H 3.6159 -0.4579 2.6419 0.078
H 2.4705 -1.5178 1.7050 0.043
H 3.7528 -2.2264 2.6479 0.074
H 2.6397 -1.3113 4.7384 0.109
H 1.8356 -2.6109 3.9153 0.102
H 1.3491 0.1640 3.6381 0.090
C 0.4689 -3.7195 1.2837 -0.071
C -0.7513 -4.5657 0.9902 -0.322
O -0.3342 -5.8783 0.6729 -0.079
H 1.0154 -4.0242 2.1762 0.073
H 0.1923 -2.6958 1.5360 0.064
H 1.1655 -3.6391 0.4492 0.063
H -1.2925 -4.2114 0.1129 0.097
H -1.4418 -4.6379 1.8305 0.113
H -1.1251 -6.4195 0.7307 0.079
C 3.0461 -2.2084 -1.3750 -0.072
C 2.6315 -3.1959 -2.5108 -0.305
O 1.7095 -2.5903 -3.4051 -0.082
H 3.6029 -1.3547 -1.7612 0.071
H 3.7023 -2.6844 -0.6463 0.069
H 2.1391 -1.8345 -0.8998 0.042
H 2.1318 -4.0878 -2.1328 0.098
H 3.4733 -3.6325 -3.0483 0.100
H 1.0911 -3.2256 -3.7733 0.080
```

For the LUMO energy, the calculation gives 0.4062 eV. As for the HOMO-LUMO gap: 9.5 eV. The value obtained for the HOMO energy is -9.1 eV.


Most stable: run two (next structure +53.3 kJ/mol)


Run one
DFT (ωB97M-V with the def2-TZVPD basis set) results for a 2-piece molecular cluster, C3H4Br2Cl2O overall.

XYZ file:
```
12
Properties=species:S:1:pos:R:3:nbo_charge:R:1
C -0.0561 -0.7294 -0.7170 -0.226
C 0.4355 0.6200 -1.1050 0.048
C -0.7917 -0.3895 1.8060 -0.417
O 1.7787 0.5375 -1.1581 -0.694
Cl -0.2651 2.0609 -0.1825 -0.138
Cl -2.1719 -1.2746 1.7175 0.105
Br -1.6833 -1.4451 -1.5397 0.066
Br 0.6998 -0.9632 2.7450 0.102
H 0.7253 -1.5051 -0.5726 0.227
H 0.0427 1.0320 -2.0198 0.191
H -0.9868 0.7071 2.2207 0.238
H 2.2729 1.3493 -1.1944 0.500
```

For the LUMO energy (spin up / spin down), the calculation gives -0.8241 / -0.6614 eV. As for the HOMO-LUMO gap (spin up / spin down): 7.7 / 8.2 eV. The value obtained for the HOMO energy (spin up / spin down) is -8.6 / -8.8 eV.


Run two
DFT (ωB97M-V with the def2-TZVPD basis set) results for a 2-piece molecular cluster, C3H4Br2Cl2O overall.

XYZ file:
```
12
Properties=species:S:1:pos:R:3:nbo_charge:R:1
C 0.0233 -0.0261 0.7628 -0.255
C 1.1229 0.5981 0.1546 0.037
C -1.6777 -1.0669 -1.0238 -0.435
O 1.8489 1.3689 0.9843 -0.701
Cl 0.4614 1.6179 -1.2298 -0.125
Cl -1.2147 -2.6575 -0.9526 0.102
Br 0.6841 -1.3983 1.8657 0.087
Br -3.3270 -0.5144 -0.3955 0.124
H -0.8774 0.4524 1.1519 0.223
H 1.7103 -0.2330 -0.3003 0.186
H -1.0498 -0.2626 -1.5608 0.256
H 2.2955 2.1215 0.5435 0.501
```

For the LUMO energy (spin up / spin down), the calculation gives -0.6664 / -0.2318 eV. As for the HOMO-LUMO gap (spin up / spin down): 7.5 / 8.6 eV. The value obtained for the HOMO energy (spin up / spin down) is -8.2 / -8.8 eV.


Most stable: run two (next structure +26.1 kJ/mol)


Run one
DFT (ωB97M-V with the def2-TZVPD basis set) results for C2H16O7 as an isolated structure.

XYZ file:
```
25
Properties=species:S:1:pos:R:3:nbo_charge:R:1
O -0.7723 -2.0148 -1.6295 -0.896
H -0.3836 -2.8205 -1.2887 0.521
H -0.1409 -1.6983 -2.2756 0.515
O -1.6838 0.0786 -1.6774 -0.971
H -2.5044 0.1051 -2.1696 0.488
H -1.4775 -0.8533 -1.6050 0.469
O -0.4619 -0.6925 0.3007 -0.870
H -0.5532 0.1422 -0.1588 0.523
H -0.5249 -1.3539 -0.3883 0.475
O -1.2536 1.6859 -0.1229 -0.999
H -0.3153 1.5202 -0.0311 0.418
H -1.4628 1.3955 -1.0106 0.457
O -1.9178 -0.6439 1.8591 -0.988
H -1.1573 -0.6418 1.2779 0.440
H -1.9461 -1.5324 2.2142 0.431
C 1.8767 0.3409 1.4803 -0.105
C 2.0079 1.2035 0.2267 -0.114
O 0.7320 1.4813 -0.3714 -0.680
O 1.4226 -0.9647 1.1694 -0.782
H 1.1936 0.7783 2.2085 0.177
H 2.8424 0.2840 1.9826 0.186
H 2.8035 0.7812 -0.3870 0.184
H 2.3013 2.1852 0.5986 0.175
H 0.8669 2.0974 -1.0951 0.510
H 0.5089 -0.8632 0.8932 0.438
```

For the LUMO energy, the calculation gives -0.3814 eV. As for the HOMO-LUMO gap: 8.6 eV. The value obtained for the HOMO energy is -9.0 eV.


Run two
DFT (ωB97M-V with the def2-TZVPD basis set) results for a 6-piece molecular cluster, C2H16O7 overall.

XYZ file:
```
25
Properties=species:S:1:pos:R:3:nbo_charge:R:1
O -1.3484 1.4425 -1.4187 -0.730
C -0.6874 0.3641 -2.1069 -0.089
C 0.7991 0.3002 -1.6454 -0.097
O 1.1158 -0.9153 -2.3566 -0.755
H -0.9994 2.2270 -1.8808 0.479
H -1.2146 -0.6240 -1.8009 0.198
H -0.6359 0.3785 -3.1485 0.167
H 0.8021 0.0862 -0.6111 0.168
H 1.3902 1.1933 -1.7898 0.189
H 1.4259 -0.7743 -3.2281 0.481
O -0.6069 -2.3557 -0.4334 -0.951
H -0.2018 -2.2156 -1.2318 0.487
H -0.7969 -3.2865 -0.3391 0.492
O -0.7910 0.7258 1.1688 -0.986
H -1.1760 0.8429 0.3043 0.496
H -0.2370 -0.0699 1.0518 0.472
O -1.0832 -0.3882 3.6013 -0.962
H -1.4256 0.1471 2.9143 0.479
H -0.2598 -0.6935 3.1935 0.470
O 0.7516 -1.6234 1.7384 -0.956
H 0.5173 -1.8884 0.8582 0.493
H 1.4826 -0.9946 1.6211 0.465
O 0.9823 3.0580 1.6827 -0.953
H 0.4979 2.2335 1.6236 0.488
H 1.6990 2.8302 2.2330 0.456
```

For the LUMO energy, the calculation gives 0.0878 eV. As for the HOMO-LUMO gap: 10.2 eV. The value obtained for the HOMO energy is -10.1 eV.


Most stable: run two (next structure +657.1 kJ/mol)


Run one
DFT (ωB97M-V with the def2-TZVPD basis set) results for one molecule with the formula C8H14N2O2S.

XYZ file:
```
27
Properties=species:S:1:pos:R:3:nbo_charge:R:1
N -0.7544 4.2187 1.6893 -0.812
C 0.3125 3.3344 1.8123 0.380
S 1.6759 4.0892 2.6640 0.006
N 0.2974 2.0905 1.4438 -0.648
C -0.6733 1.3903 0.7384 0.691
O -1.5024 1.9898 0.1197 -0.606
C -0.6060 -0.1616 0.8192 -0.531
C -1.0907 -0.7768 -0.5462 0.109
C -0.2245 -0.6063 -1.8245 -0.425
C 1.1295 -1.3833 -1.7748 -0.408
C 0.9042 -2.8537 -1.4695 -0.416
C -0.1104 -2.9585 -0.3111 -0.074
O -1.3474 -2.1984 -0.4196 -0.536
H -0.8805 4.9545 2.3131 0.394
H -1.6367 3.6741 1.4050 0.428
H 2.1931 2.8622 3.0996 0.176
H -1.2561 -0.5439 1.6661 0.253
H 0.4847 -0.4512 1.0009 0.228
H -2.0270 -0.3199 -0.7804 0.206
H -0.7608 -0.9907 -2.6177 0.212
H -0.1293 0.4430 -1.9860 0.215
H 1.8392 -1.0462 -0.9618 0.192
H 1.7306 -1.3411 -2.6823 0.213
H 0.4967 -3.4428 -2.4113 0.190
H 1.8783 -3.3258 -1.2593 0.215
H -0.2774 -4.0327 -0.2570 0.192
H 0.3348 -2.6139 0.5302 0.156
```

For the LUMO energy, the calculation gives 0.4207 eV. As for the HOMO-LUMO gap: 9.9 eV. The value obtained for the HOMO energy is -9.5 eV.


Run two
DFT (ωB97M-V with the def2-TZVPD basis set) results for a 2-piece molecular cluster, C8H14N2O2S overall.

XYZ file:
```
27
Properties=species:S:1:pos:R:3:nbo_charge:R:1
C -1.2356 -1.6671 -2.6555 -0.593
C -0.0949 -0.6200 -2.3613 -0.442
C -0.3805 -0.0228 -0.9563 0.371
O -1.3885 0.8818 -1.0021 -0.737
C 0.3535 -0.2382 0.2010 -0.018
C 1.3379 -1.2955 0.5053 -0.496
S 0.7031 -2.5476 1.7304 -0.085
N 0.1025 0.5210 1.3438 -0.594
C -0.3414 1.7265 1.5568 0.716
C -0.2540 2.1152 3.0886 -0.676
O -0.6793 2.6039 0.7962 -0.639
H -1.1090 -2.1751 -3.5678 0.206
H -2.0842 -1.0469 -2.5539 0.219
H -1.2521 -2.3625 -1.8064 0.190
H 0.8456 -1.1194 -2.4125 0.198
H -0.1127 0.0158 -3.2468 0.225
H -1.1474 1.7408 -0.3410 0.505
H 1.3089 -1.9175 -0.3163 0.237
H 2.1896 -0.9890 1.0653 0.232
H -0.2304 -3.0129 0.9662 0.113
H 0.1652 -0.0477 2.1761 0.408
H 0.4824 2.9395 3.1292 0.243
H -1.2150 2.3991 3.4277 0.225
H -0.0176 1.2034 3.5872 0.192
C 2.3129 4.2393 0.0758 0.095
N 2.3396 3.2407 0.6158 -0.316
H 2.4717 5.1509 -0.3913 0.222
```

For the LUMO energy, the calculation gives 0.7856 eV. As for the HOMO-LUMO gap: 8.7 eV. The value obtained for the HOMO energy is -8.0 eV.


Run three
DFT (ωB97M-V with the def2-TZVPD basis set) results for one molecule with the formula C8H14N2O2S.

XYZ file:
```
27
Properties=species:S:1:pos:R:3:nbo_charge:R:1
C -3.1202 -0.7057 -1.5539 -0.407
N -2.2695 -1.4993 -0.6388 -0.395
C -2.5231 -2.9143 -0.3080 -0.205
C -1.3345 -3.2913 0.5389 -0.403
C -0.2573 -2.2092 0.2554 -0.485
C -1.0042 -1.1036 -0.3821 0.469
N -0.6220 0.0567 -0.8638 -0.566
C 0.7956 0.5234 -0.7473 -0.177
C 0.9124 1.8029 -1.6024 -0.502
S 2.6393 1.9390 -2.2012 -0.068
C 1.3088 0.7869 0.7038 0.775
O 2.4867 0.5248 0.9412 -0.617
O 0.5048 1.2777 1.6503 -0.665
H -4.0588 -1.2336 -1.7770 0.201
H -2.5904 -0.5264 -2.5114 0.211
H -3.3634 0.2516 -1.0907 0.219
H -3.4384 -3.0392 0.2736 0.198
H -2.6204 -3.5698 -1.2036 0.184
H -0.9632 -4.2958 0.2895 0.218
H -1.6044 -3.3002 1.6103 0.211
H 0.2234 -1.9035 1.1785 0.235
H 0.4939 -2.6132 -0.4239 0.234
H 1.4342 -0.2358 -1.2040 0.221
H 0.6255 2.7439 -1.0835 0.227
H 0.2574 1.7168 -2.4793 0.249
H 3.3141 2.2434 -1.0579 0.139
H 1.0403 1.3306 2.4406 0.497
```

For the LUMO energy, the calculation gives 0.6870 eV. As for the HOMO-LUMO gap: 9.1 eV. The value obtained for the HOMO energy is -8.4 eV.


Most stable: run three (next structure +90.6 kJ/mol)